1.
Here is a cluster of 2 separate species, C8H17ClNO3P in total in a non-equilibrium geometry from the OMol25 dataset. Energies are from wB97M-V/def2-TZVPD.

Frontier orbital gap = 8.80 eV
HOMO = -8.1 eV
Relative energy (zero: lowest compared OMol25 entry of this formula, charge and spin) = 0.6376 eV
Maximum force = 4.10 eV Å⁻¹
SMILES = CCOP(=O)(OCC)C1=CCCN1.Cl

```
31
Properties=species:S:1:pos:R:3:nbo_charge:R:1
C 1.170 -1.583 2.400 -0.659
C 1.531 -2.037 0.917 -0.075
O 0.361 -2.324 0.097 -0.832
P -0.705 -1.372 -0.470 2.392
O -1.557 -1.856 -1.632 -1.080
O -1.487 -1.026 0.894 -0.825
C -2.491 -0.017 0.815 -0.082
C -2.077 1.017 1.845 -0.632
C 0.041 0.239 -0.878 -0.228
C 1.078 0.878 -0.300 -0.272
C 1.438 2.078 -1.104 -0.432
C 0.295 2.085 -2.141 -0.228
N -0.471 0.901 -2.004 -0.634
H 1.156 -0.400 2.521 0.204
H 0.187 -1.988 2.619 0.239
H 1.920 -1.847 3.250 0.226
H 2.207 -2.957 0.947 0.214
H 1.914 -1.128 0.388 0.213
H -2.415 0.312 -0.290 0.204
H -3.394 -0.370 1.250 0.193
H -1.088 1.421 1.569 0.223
H -2.946 1.715 1.850 0.211
H -2.220 0.512 2.877 0.215
H 1.476 0.766 0.712 0.225
H 1.526 3.005 -0.614 0.219
H 2.515 1.892 -1.595 0.198
H -0.271 3.000 -2.154 0.189
H 0.752 2.222 -3.169 0.193
H -0.708 0.411 -2.964 0.419
Cl 1.749 -1.613 -2.807 -0.287
H 0.515 -1.934 -2.827 0.289
```

---

2.
Here is the molecule C14H24N4OS in a non-equilibrium geometry from the OMol25 dataset. Energies are from wB97M-V/def2-TZVPD.

Frontier orbital gap = 9.12 eV
HOMO = -8.6 eV
Relative energy (zero: lowest compared OMol25 entry of this formula, charge and spin) = 0.0000 eV
Maximum force = 1.16 eV Å⁻¹
SMILES = CCn1c(C)nnc1SCC(=O)NC1CCCCCC1

```
44
Properties=species:S:1:pos:R:3:nbo_charge:R:1
C 0.004 -3.630 3.730 -0.615
C 0.879 -2.539 3.120 -0.214
N 0.083 -1.466 2.587 -0.371
C -0.293 -0.285 3.179 0.335
C 0.125 0.139 4.532 -0.659
N -1.050 0.394 2.369 -0.284
N -1.205 -0.313 1.234 -0.369
C -0.527 -1.424 1.366 0.183
S -0.371 -2.706 0.205 0.274
C -1.361 -2.037 -1.170 -0.599
C -0.574 -0.991 -1.962 0.660
O 0.037 -1.281 -2.969 -0.636
N -0.663 0.239 -1.439 -0.630
C 0.101 1.368 -1.938 -0.067
C 1.242 1.654 -0.954 -0.399
C 2.315 2.601 -1.485 -0.390
C 1.793 3.945 -1.991 -0.406
C 1.058 3.825 -3.328 -0.403
C -0.442 3.539 -3.212 -0.390
C -0.836 2.570 -2.095 -0.408
H 0.630 -4.421 4.131 0.220
H -0.649 -4.052 2.970 0.222
H -0.610 -3.226 4.533 0.210
H 1.552 -2.122 3.872 0.214
H 1.473 -2.955 2.301 0.220
H -0.328 1.102 4.745 0.255
H -0.197 -0.583 5.280 0.223
H 1.210 0.235 4.585 0.224
H -1.567 -2.896 -1.807 0.256
H -2.277 -1.631 -0.744 0.248
H -1.095 0.347 -0.521 0.436
H 0.503 1.059 -2.908 0.227
H 1.722 0.704 -0.702 0.210
H 0.811 2.059 -0.034 0.197
H 3.032 2.781 -0.679 0.204
H 2.855 2.108 -2.297 0.196
H 1.147 4.404 -1.243 0.195
H 2.654 4.604 -2.127 0.208
H 1.176 4.755 -3.889 0.208
H 1.535 3.039 -3.914 0.196
H -0.784 3.140 -4.169 0.204
H -0.976 4.477 -3.042 0.200
H -1.841 2.199 -2.308 0.220
H -0.886 3.098 -1.141 0.197
```

---

3.
Here is a cluster of 2 separate species, C3H9NO in total in a non-equilibrium geometry from the OMol25 dataset. Energies are from wB97M-V/def2-TZVPD.

Charge = +1
2S+1 = 2
Frontier orbital gap (spin up / spin down) = 11.29 / 8.45 eV
Expectation value of S² = 0.777
HOMO (spin up / spin down) = -15.1 / -15.8 eV
Relative energy (zero: lowest compared OMol25 entry of this formula, charge and spin) = 0.4969 eV
Maximum force = 1.47 eV Å⁻¹

```
14
Properties=species:S:1:pos:R:3:lowdin_spin:R:1
C 1.459 -0.091 1.714 0.406
C 0.163 0.184 1.372 0.104
N -0.297 0.273 0.111 0.363
C -1.468 1.069 -0.201 0.036
H 2.234 -0.056 0.956 0.019
H 1.650 -0.435 2.724 0.018
H -0.555 0.469 2.132 0.015
H -0.136 -0.598 -0.412 0.009
H -1.300 1.536 -1.164 0.015
H -1.622 1.816 0.573 0.000
H -2.352 0.439 -0.320 0.016
H 0.269 -0.987 -2.846 0.000
H 1.332 -2.084 -2.495 0.000
O 0.623 -1.537 -2.144 0.000
```

---

4.
Here is a cluster of 2 separate species, C6H10 in total from the OMol25 dataset. Energies are from wB97M-V/def2-TZVPD.

Frontier orbital gap (spin up / spin down) = 7.12 / 7.13 eV
HOMO (spin up / spin down) = -8.1 / -8.1 eV
Relative energy (zero: lowest compared OMol25 entry of this formula, charge and spin) = 4.9556 eV
Maximum force = 0.51 eV Å⁻¹

```
16
Properties=species:S:1:pos:R:3:nbo_charge:R:1
C 2.140 0.610 0.261 -0.609
C 1.410 -0.727 0.208 -0.605
C -1.677 -0.002 -0.377 0.162
C -2.202 -1.292 0.007 -0.710
C -1.333 1.190 -0.362 -0.236
C -0.921 2.451 -0.254 -0.134
H 2.727 0.781 -0.648 0.201
H 1.435 1.442 0.368 0.213
H 2.828 0.654 1.112 0.205
H 2.108 -1.567 0.129 0.205
H 0.802 -0.882 1.107 0.199
H 0.741 -0.778 -0.664 0.200
H -1.934 -1.564 1.027 0.233
H -3.294 -1.219 -0.036 0.269
H -1.923 -2.105 -0.662 0.240
H -0.754 2.971 -1.200 0.165
```

---

5.
Here is a structure of composition C6H6LiMnO2 in a non-equilibrium geometry from the OMol25 dataset. Energies are from wB97M-V/def2-TZVPD.

Charge = +2
2S+1 = 7
Frontier orbital gap (spin up / spin down) = 8.05 / 6.57 eV
Expectation value of S² = 12.009
HOMO (spin up / spin down) = -16.5 / -16.7 eV
Relative energy (zero: lowest compared OMol25 entry of this formula, charge and spin) = 0.2614 eV
Maximum force = 2.35 eV Å⁻¹

```
16
Properties=species:S:1:pos:R:3:lowdin_spin:R:1
C -0.755 1.779 0.874 0.028
C -0.751 1.238 -0.380 0.027
C -1.235 -0.060 -0.795 0.043
H -0.399 2.802 1.008 0.006
H -1.329 1.322 1.689 0.008
H -0.257 1.799 -1.178 0.002
H -0.784 -0.556 -1.657 0.000
C -2.457 -0.526 -0.446 0.021
O -3.443 -0.841 0.053 0.018
O 2.166 -0.247 -0.297 0.286
C 1.744 -1.432 -0.016 0.286
C 0.763 -1.508 0.989 0.479
Mn 1.135 0.602 1.329 4.761
Li 3.128 0.391 -1.770 0.001
H 0.413 -2.505 1.266 0.027
H 2.060 -2.258 -0.669 0.009
```

---

6.
Here is a structure of composition C8H7F5O7P2STc from the OMol25 dataset. Energies are from wB97M-V/def2-TZVPD.

Charge = +2
2S+1 = 2
Frontier orbital gap (spin up / spin down) = 7.29 / 7.59 eV
Expectation value of S² = 0.755
HOMO (spin up / spin down) = -16.9 / -16.9 eV
Maximum force = 0.59 eV Å⁻¹

```
31
Properties=species:S:1:pos:R:3:lowdin_spin:R:1
Tc -0.244 -0.037 0.419 0.737
F 1.941 6.165 0.381 0.000
C 1.153 5.150 0.164 -0.001
C 1.673 3.853 0.224 0.000
F 2.941 3.649 0.488 0.000
C 0.813 2.804 0.006 0.000
F 1.322 1.513 0.050 0.003
C -0.534 2.986 -0.278 0.001
S -1.506 1.585 -0.762 0.017
C -1.027 4.281 -0.349 -0.001
F -2.308 4.459 -0.628 0.000
C -0.194 5.366 -0.118 0.000
F -0.671 6.584 -0.165 0.000
C -3.504 -0.609 2.426 0.000
C -3.706 -0.236 0.961 0.003
O -5.078 -0.109 0.616 0.001
P -3.193 1.504 0.596 0.005
O -2.824 2.340 1.849 0.004
O -4.252 2.262 -0.212 0.000
O -0.385 0.453 1.977 0.193
P -2.960 -1.491 -0.191 0.004
O -2.982 -0.683 -1.569 0.000
O -3.699 -2.733 -0.104 -0.002
O -1.414 -1.512 0.173 0.035
H -4.082 0.051 3.074 0.000
H -2.457 -0.615 2.727 0.000
H -3.880 -1.626 2.557 0.000
H -5.535 -0.957 0.743 0.000
H -2.297 1.936 2.562 0.001
H -5.182 1.975 -0.123 0.000
H -3.502 -1.092 -2.280 0.000
```

---

Number 1: calculated total energy -38015.2498 eV. Number 2: calculated total energy -33751.6123 eV. Number 3: calculated total energy -6785.8121 eV. Number 4: calculated total energy -6378.9039 eV. Number 5: calculated total energy -41919.3559 eV. Number 6: calculated total energy -67924.7345 eV.